(1)
121
Properties=species:S:1:pos:R:3:forces:R:3:lowdin_charge:R:1 method="wB97M-V/def2-TZVPD" e_above_lowest_kcal_mol=56.1 fmax_ev_per_a=4.74 total_charge=-2 gap_ev=4.52 homo_energy_ev=-0.6
K -0.004065 -0.343678 -0.570279 1.800 1.221 4.216 0.567
C 0.213112 -2.429854 5.080396 0.105 0.085 -0.085 -0.139
C 1.516659 -1.662702 5.348756 -0.073 0.219 -0.476 -0.688
C 1.192711 -0.506594 6.293368 0.080 -0.040 -0.170 -0.120
C 2.485003 -2.615176 6.055687 -0.081 0.176 -0.236 -0.103
P 1.907777 -0.914910 3.571660 0.484 -0.310 0.880 1.155
C 2.576154 -2.500380 2.851984 -0.245 0.259 0.361 -0.341
N 2.795658 -2.416660 1.443961 0.019 -0.046 -0.062 -0.075
B 2.260367 -1.461627 0.467774 0.191 0.329 0.376 -0.400
N 2.907388 -1.944874 -0.765149 -0.019 -0.121 0.081 -0.059
C 2.707003 -1.510742 -2.121691 -0.076 0.329 -0.530 -0.311
P 2.684902 0.337932 -2.376269 0.919 -0.094 -0.618 1.181
C 2.318514 0.358570 -4.266379 -0.029 0.112 0.088 -0.660
C 3.330613 -0.183616 -5.286432 -0.003 0.093 0.243 -0.103
C 1.999189 1.822151 -4.585255 0.002 -0.072 0.179 -0.104
C 1.034113 -0.447416 -4.459935 0.075 -0.128 0.036 -0.121
C 4.557678 0.853978 -2.150175 -0.325 0.096 0.101 -0.662
C 5.452281 1.005877 -3.378344 -0.225 -0.071 0.087 -0.112
C 5.245812 -0.115053 -1.193791 -0.121 0.109 -0.023 -0.094
C 4.458146 2.221639 -1.466415 -0.030 -0.116 -0.027 -0.131
C 3.715280 -3.014789 -0.518124 0.490 -0.721 0.225 -0.198
C 4.552147 -3.766475 -1.329715 -0.056 0.115 -0.213 -0.041
C 5.290722 -4.805985 -0.772325 0.214 -0.249 0.055 -0.141
C 5.197257 -5.106715 0.575477 0.209 -0.240 -0.091 -0.146
C 4.366797 -4.362857 1.408868 -0.062 -0.026 0.185 -0.042
C 3.641390 -3.316571 0.867028 0.380 -0.298 -0.410 -0.197
C 3.533196 0.092245 3.780500 -0.215 0.043 -0.018 -0.694
C 3.080982 1.535220 4.012194 -0.035 -0.115 -0.011 -0.123
C 4.505932 -0.316663 4.883841 -0.244 -0.002 -0.151 -0.102
C 4.276056 0.046217 2.447704 -0.203 0.062 -0.008 -0.128
H -0.304253 -2.641104 6.018273 -0.068 -0.023 0.119 0.074
H 0.412533 -3.379959 4.589952 -0.044 -0.111 -0.053 0.065
H -0.445539 -1.854918 4.429385 -0.167 0.016 0.024 0.049
H 0.649096 -0.877597 7.165876 -0.057 -0.021 0.103 0.075
H 0.574873 0.232349 5.788820 -0.133 0.144 0.019 0.047
H 2.096411 -0.015320 6.650002 0.065 0.102 0.014 0.057
H 1.958743 -3.087615 6.889402 -0.034 -0.082 0.106 0.075
H 3.348993 -2.098636 6.463145 0.095 0.012 0.006 0.053
H 2.828952 -3.403504 5.391861 0.076 -0.154 -0.055 0.066
H 1.844643 -3.291047 3.079199 0.186 0.030 0.086 0.091
H 3.515651 -2.748978 3.370937 -0.127 -0.024 -0.070 0.076
H 1.720146 -1.836072 -2.471137 0.122 -0.151 -0.105 0.076
H 3.460799 -1.951239 -2.787219 -0.204 -0.032 0.131 0.081
H 4.100096 0.538980 -5.544806 0.080 0.005 0.016 0.052
H 2.791112 -0.427623 -6.203492 -0.062 -0.009 -0.086 0.076
H 3.806492 -1.096677 -4.938769 0.115 -0.185 0.017 0.066
H 2.829278 2.477530 -4.317478 0.087 0.140 -0.030 0.058
H 1.113825 2.130690 -4.032581 -0.061 0.144 0.048 0.060
H 1.787732 1.947479 -5.649431 0.005 -0.028 -0.131 0.083
H 0.557742 -0.171336 -5.403066 0.048 0.073 -0.171 0.099
H 1.206634 -1.519678 -4.477259 0.049 -0.083 -0.052 0.074
H 0.322150 -0.237007 -3.673298 0.105 -0.103 -0.001 0.026
H 5.595974 0.055072 -3.882450 0.012 -0.081 -0.151 0.067
H 6.438302 1.358005 -3.060249 0.054 0.045 0.100 0.075
H 5.054346 1.734014 -4.080778 -0.020 0.034 -0.133 0.060
H 5.386169 -1.089873 -1.653152 0.005 -0.172 0.018 0.071
H 4.659838 -0.238595 -0.289130 0.026 -0.102 0.134 0.054
H 6.233728 0.265143 -0.920852 0.110 0.125 0.001 0.084
H 3.950531 2.940237 -2.107988 -0.084 0.137 -0.043 0.067
H 5.450924 2.612216 -1.230154 0.150 0.020 0.024 0.073
H 3.889464 2.133105 -0.543962 -0.089 0.071 0.147 0.061
H 4.652372 -3.570410 -2.389757 -0.097 0.048 -0.010 0.093
H 5.948551 -5.392807 -1.406866 -0.059 0.037 0.017 0.082
H 5.769725 -5.934073 0.983971 -0.024 0.051 -0.007 0.080
H 4.289493 -4.620380 2.458736 -0.031 0.062 0.007 0.090
H 2.553644 1.641567 4.958459 -0.109 0.057 0.118 0.058
H 2.411992 1.836380 3.207939 -0.075 0.145 -0.066 0.060
H 3.939244 2.210381 4.023370 0.108 0.063 -0.007 0.077
H 4.105553 -0.111807 5.873630 -0.025 -0.064 0.148 0.055
H 5.425717 0.260899 4.773271 0.116 0.086 -0.013 0.077
H 4.767123 -1.368203 4.807866 0.076 -0.179 0.054 0.068
H 3.577304 0.270466 1.638304 0.156 -0.001 -0.104 0.031
H 4.692770 -0.939772 2.266062 0.101 -0.151 -0.128 0.081
H 5.095264 0.767802 2.443929 0.112 0.157 0.083 0.084
Cl -1.858011 -2.243306 1.491414 0.677 -0.305 0.689 0.556
C -3.147775 -2.002689 0.343955 -0.605 -0.244 -0.311 -0.998
Cl -3.411520 -0.288390 0.083579 -0.272 0.080 -0.081 0.651
H -4.052527 -2.455284 0.750726 0.118 0.110 -0.104 0.029
H -2.851920 -2.444859 -0.606413 -0.184 0.032 0.202 -0.018
C -1.235117 3.776998 -0.472065 -0.123 0.042 -0.137 -0.093
N -0.560337 2.814094 0.363943 -0.087 -0.072 0.043 -0.260
C 0.828902 2.761001 -0.021727 0.037 0.028 0.034 -0.132
C -0.719264 3.078537 1.773768 -0.150 0.063 0.091 -0.195
C -2.136046 2.771014 2.278016 0.155 0.069 -0.025 -0.199
N -2.205550 1.565151 3.083439 -0.074 0.065 0.076 -0.260
C -3.580582 1.166221 3.282813 0.054 0.049 -0.043 -0.137
C -1.526632 1.693454 4.351454 -0.034 0.002 -0.090 -0.118
H -0.742792 4.768894 -0.427943 0.001 0.015 0.058 0.086
H -2.271686 3.898109 -0.172527 -0.165 -0.004 0.028 0.081
H -1.228865 3.426468 -1.501295 0.017 0.180 -0.018 0.052
H 1.327683 3.739327 0.116008 0.087 -0.014 0.052 0.089
H 0.885069 2.484851 -1.068781 0.106 -0.012 -0.183 0.052
H 1.347125 1.997932 0.554278 0.195 -0.116 0.109 0.063
H -0.462816 4.132974 2.014275 0.105 -0.105 0.000 0.118
H -0.020680 2.424344 2.292987 0.107 0.057 0.108 0.097
H -2.773646 2.603116 1.410467 -0.059 0.079 -0.020 0.103
H -2.536609 3.645254 2.841128 -0.012 -0.174 -0.059 0.115
H -4.170205 1.938532 3.814414 0.002 -0.007 0.044 0.080
H -3.599601 0.247935 3.867832 -0.094 -0.081 0.029 0.078
H -4.041830 0.971898 2.317212 -0.066 -0.006 0.054 0.026
H -1.909656 2.539579 4.957498 -0.011 -0.011 -0.019 0.085
H -0.458821 1.828992 4.195349 0.092 0.038 0.077 0.060
H -1.670455 0.773436 4.917351 0.069 -0.025 0.071 0.073
O -1.465474 2.581672 -3.677596 -0.014 -0.165 -0.226 -0.356
S -1.708495 1.316088 -2.985225 -0.734 1.029 -0.440 0.443
O -2.936637 1.322854 -2.212220 0.185 0.004 0.020 -0.371
O -0.518222 0.899967 -2.261353 -0.858 1.408 -1.987 -0.554
C -2.132439 0.147450 -4.320086 0.063 0.452 0.509 -0.213
C -2.644424 0.762208 -5.455842 0.011 0.178 -0.272 -0.070
C -3.129321 0.023272 -6.519435 -0.039 0.005 -0.004 -0.094
C -3.132824 -1.361784 -6.444977 0.055 -0.090 0.024 -0.091
C -2.649522 -1.973243 -5.304592 -0.155 -0.062 -0.323 -0.076
C -2.160294 -1.229581 -4.243327 0.203 -0.419 0.471 -0.219
S -1.583084 -2.329205 -2.934122 -0.245 -1.415 -0.211 0.464
O -0.480115 -3.043058 -3.562471 -0.172 0.151 0.045 -0.322
O -2.738047 -3.180267 -2.638844 0.043 0.213 -0.311 -0.344
O -1.187573 -1.578849 -1.760920 -1.609 -1.622 -1.872 -0.571
H -2.647140 1.841436 -5.474313 0.044 0.064 -0.067 0.101
H -3.511605 0.516926 -7.405377 0.004 0.074 0.035 0.091
H -3.507063 -1.956666 -7.268687 -0.015 -0.036 -0.013 0.091
H -2.636199 -3.045139 -5.189695 -0.073 -0.151 -0.159 0.106

***

(2)
18
Properties=species:S:1:pos:R:3:forces:R:3:nbo_charge:R:1 method="wB97M-V/def2-TZVPD" e_above_lowest_kcal_mol=9.6 fmax_ev_per_a=4.07 total_charge=0 gap_ev=9.42 homo_energy_ev=-9.2
B 1.101149 -0.987163 -0.304684 -1.571 0.822 -0.588 1.166
C 0.729032 1.437985 -1.010422 -1.645 -1.876 0.039 -0.412
C -0.732081 0.461792 0.877611 1.361 -0.249 -1.478 0.229
N -1.028610 -0.609800 1.754608 -0.526 1.016 0.183 -0.844
N 0.378126 0.230746 -0.220122 -1.702 1.239 3.485 -0.706
N -2.034226 0.699914 0.003253 1.611 -0.889 1.387 0.529
O -2.439759 1.823446 0.060610 -0.988 1.082 -0.494 -0.382
O -2.488678 -0.236262 -0.603487 -0.189 0.085 -0.174 -0.378
O 1.936292 -0.932184 -1.367467 2.156 -0.663 -1.181 -0.931
O 0.612400 -2.061191 0.385477 0.717 -1.238 0.306 -0.911
H 0.892428 1.008702 -2.005309 -0.637 0.923 -0.235 0.224
H -0.120837 2.125205 -0.842462 0.668 -0.022 -0.876 0.205
H 1.652384 1.885337 -0.769494 1.081 0.629 0.868 0.188
H -0.603820 1.444385 1.430671 0.044 -1.281 -0.834 0.211
H -1.217080 -1.475276 1.289822 0.118 -0.184 -0.210 0.405
H -0.454374 -0.742453 2.577413 0.078 0.326 -0.426 0.389
H 2.882005 -1.122590 -1.447706 -0.755 -0.225 0.407 0.514
H 0.935645 -2.950585 0.191688 0.178 0.502 -0.178 0.503

***

Please write out number 2 again, unchanged.
18
Properties=species:S:1:pos:R:3:forces:R:3:nbo_charge:R:1 method="wB97M-V/def2-TZVPD" e_above_lowest_kcal_mol=9.6 fmax_ev_per_a=4.07 total_charge=0 gap_ev=9.42 homo_energy_ev=-9.2
B 1.101149 -0.987163 -0.304684 -1.571 0.822 -0.588 1.166
C 0.729032 1.437985 -1.010422 -1.645 -1.876 0.039 -0.412
C -0.732081 0.461792 0.877611 1.361 -0.249 -1.478 0.229
N -1.028610 -0.609800 1.754608 -0.526 1.016 0.183 -0.844
N 0.378126 0.230746 -0.220122 -1.702 1.239 3.485 -0.706
N -2.034226 0.699914 0.003253 1.611 -0.889 1.387 0.529
O -2.439759 1.823446 0.060610 -0.988 1.082 -0.494 -0.382
O -2.488678 -0.236262 -0.603487 -0.189 0.085 -0.174 -0.378
O 1.936292 -0.932184 -1.367467 2.156 -0.663 -1.181 -0.931
O 0.612400 -2.061191 0.385477 0.717 -1.238 0.306 -0.911
H 0.892428 1.008702 -2.005309 -0.637 0.923 -0.235 0.224
H -0.120837 2.125205 -0.842462 0.668 -0.022 -0.876 0.205
H 1.652384 1.885337 -0.769494 1.081 0.629 0.868 0.188
H -0.603820 1.444385 1.430671 0.044 -1.281 -0.834 0.211
H -1.217080 -1.475276 1.289822 0.118 -0.184 -0.210 0.405
H -0.454374 -0.742453 2.577413 0.078 0.326 -0.426 0.389
H 2.882005 -1.122590 -1.447706 -0.755 -0.225 0.407 0.514
H 0.935645 -2.950585 0.191688 0.178 0.502 -0.178 0.503